Version 1
DFT (ωB97M-V with the def2-TZVPD basis set) results for C5H11OP in the gas phase.

Last columns: bonded neighbours and bond lengths (Å).
Positions of all 18 atoms, in Å:
1 C -2.92923 0.05022 -0.26804  C2 1.519, H8 1.147, H9 1.083, H10 1.031
2 C -1.46854 0.39361 -0.02881  C1 1.519, O3 1.350, C4 1.450, H11 1.163
3 O -0.84091 -0.32963 0.92319  C2 1.350, C4 1.449
4 C -0.41414 -0.50730 -0.45051  C2 1.450, O3 1.449, P5 1.846, H12 1.112
5 P 1.38077 -0.31107 -0.83274  C4 1.846, C6 1.843, C7 1.951
6 C 2.04828 -1.25535 0.60208  P5 1.843, H13 1.052, H14 1.093, H15 1.126
7 C 1.71270 1.50657 -0.20519  P5 1.951, H16 1.153, H17 1.085, H18 0.999
8 H -3.19018 -1.04710 -0.05835  C1 1.147
9 H -3.09910 0.13829 -1.33359  C1 1.083
10 H -3.54279 0.61854 0.33488  C1 1.031
11 H -1.21738 1.51209 -0.22760  C2 1.163
12 H -0.74157 -1.53124 -0.73394  C4 1.112
13 H 1.27035 -1.92540 0.83152  C6 1.052
14 H 2.50484 -0.71684 1.43681  C6 1.093
15 H 2.89551 -1.92777 0.28737  C6 1.126
16 H 2.76165 1.85955 -0.53011  C7 1.153
17 H 1.87544 1.40216 0.86287  C7 1.085
18 H 0.99429 2.07068 -0.60983  C7 0.999

## Properties
* total charge: 0
* LUMO level: 1.15 eV
* Kohn-Sham gap: 0.3605 Eh
* SMILES string: C[C@H]1O[C@@H]1P(C)C
* molar mass: 118.116 g/mol
* E_HOMO: -8.66 eV

Löwdin atomic charge list, values in e, 5 entries: -0.035 -0.430 -0.053 -0.444 0.908

---

Version 2
DFT (ωB97M-V with the def2-TZVPD basis set) results for 2 unconnected molecules or ions with the total composition C5H11OP.

Last columns: bonded neighbours and bond lengths (Å).
Positions of all 18 atoms, in Å:
1 C -1.79130 -0.07001 0.26590  C2 1.316, C3 1.556, H8 1.155
2 C -1.22239 0.37795 -0.83240  C1 1.316, H9 1.103
3 C -3.30956 0.10629 0.55796  C1 1.556, H10 1.064, H11 1.130, H12 1.112
4 C 1.54841 0.22702 1.27052  P7 1.761, H13 1.022, H14 1.099, H15 1.053
5 C 2.52101 -0.85916 -1.41394  P7 1.967, H16 1.111, H17 1.020, H18 1.130
6 O 1.83446 1.92723 -0.77195  P7 1.476
7 P 1.49434 0.52443 -0.46472  C4 1.761, C5 1.967, O6 1.476
8 H -1.28273 -0.68410 1.10186  C1 1.155
9 H -1.45819 0.94112 -1.75125  C2 1.103
10 H -3.36615 0.61841 1.48906  C3 1.064
11 H -3.76980 -0.92185 0.64104  C3 1.130
12 H -3.81320 0.50460 -0.35052  C3 1.112
13 H 2.52039 0.24489 1.58640  C4 1.022
14 H 1.20008 1.15562 1.74335  C4 1.099
15 H 1.05292 -0.67385 1.49948  C4 1.053
16 H 1.87951 -1.37503 -2.16064  C5 1.111
17 H 3.34700 -0.45826 -1.85748  C5 1.020
18 H 2.61522 -1.58528 -0.55266  C5 1.130

## Properties
* total charge: 0
* LUMO level (alpha / beta): 0.15 / 0.14 eV
* Kohn-Sham gap (alpha / beta): 0.2954 / 0.2955 Eh
* molar mass: 118.116 g/mol
* E_HOMO (alpha / beta): -7.89 / -7.90 eV

Löwdin atomic charge list, values in e, 5 entries: -0.312 -0.006 -0.120 -0.236 -0.158

---

Version 3
DFT (ωB97M-V with the def2-TZVPD basis set) results for C5H11OP in the gas phase.

Last columns: bonded neighbours and bond lengths (Å).
Positions of all 18 atoms, in Å:
1 C -1.78329 -0.57635 -0.32365  C2 1.513, H8 1.149, H9 1.082, H10 1.061
2 C -1.25836 0.78203 0.08513  C1 1.513, C3 1.777, H11 1.103, H12 1.145
3 C 0.49155 0.70072 0.38439  C2 1.777, C4 1.558, C5 1.549, P6 1.952
4 C 1.13711 0.86593 -1.02392  C3 1.558, H13 1.170, H14 1.090, H15 1.112
5 C 1.17748 -0.39845 1.23255  C3 1.549, H16 1.139, H17 1.021, H18 1.165
6 P 0.39150 2.46107 1.22274  C3 1.952, O7 1.448
7 O 0.61210 3.42618 0.16585  P6 1.448
8 H -1.52690 -1.49337 0.32028  C1 1.149
9 H -2.86559 -0.56621 -0.33831  C1 1.082
10 H -1.57501 -0.95171 -1.29386  C1 1.061
11 H -1.38956 1.53325 -0.71210  C2 1.103
12 H -1.72490 0.86571 1.12735  C2 1.145
13 H 0.24145 0.93377 -1.77368  C4 1.170
14 H 1.77722 1.74799 -1.00554  C4 1.090
15 H 1.79932 0.04987 -1.38625  C4 1.112
16 H 0.79970 -0.45894 2.30523  C5 1.139
17 H 2.19418 -0.34663 1.15546  C5 1.021
18 H 0.75258 -1.38246 0.77698  C5 1.165

## Properties
* total charge: 0
* LUMO level: -0.13 eV
* Kohn-Sham gap: 0.3085 Eh
* SMILES string: CCC(C)(C)P=O
* molar mass: 118.116 g/mol
* E_HOMO: -8.52 eV

Löwdin atomic charge list, values in e, 5 entries: -0.156 -0.244 -0.618 -0.123 -0.111

---

Most stable to least stable, the ends of the list are version 3 and version 2.

---

Version 1
DFT (ωB97M-V with the def2-TZVPD basis set) results for 2 unconnected molecules or ions with the total composition CH7NS2.

Last columns: bonded neighbours and bond lengths (Å).
Positions of all 11 atoms, in Å:
1 C 1.44174 1.25517 -1.00721  S2 1.782, H4 1.082, H5 1.083, H6 1.090
2 S 0.97907 -0.22262 -0.12450  C1 1.782, S3 2.077
3 S -0.84090 -0.66945 -1.02057  S2 2.077, H7 1.332
4 H 0.97835 2.20231 -0.76348  C1 1.082
5 H 2.52011 1.33656 -0.94592  C1 1.083
6 H 1.26601 1.07439 -2.06732  C1 1.090
7 H -1.45707 0.43770 -0.60841  S3 1.332
8 N -1.29933 0.28927 2.68098  H9 1.008, H10 1.002, H11 1.004
9 H -1.90793 0.31833 1.87848  N8 1.008
10 H -1.27886 1.18595 3.12747  N8 1.002
11 H -0.50163 -0.25706 2.41222  N8 1.004

## Properties
* total charge: 0
* LUMO level: 0.47 eV
* Kohn-Sham gap: 0.3451 Eh
* SMILES string: CSS.N
* molar mass: 97.208 g/mol
* E_HOMO: -8.92 eV

Löwdin atomic charge list, values in e, 5 entries: -0.517 0.370 0.314 0.036 0.024

---

Version 2
DFT (ωB97M-V with the def2-TZVPD basis set) results for 2 unconnected molecules or ions with the total composition CH7NS2.

Last columns: bonded neighbours and bond lengths (Å).
Positions of all 11 atoms, in Å:
1 C 2.55760 0.38212 -1.52804  N2 1.458, H3 1.088, H4 1.103, H5 1.102
2 N 1.73469 -0.46088 -0.66907  C1 1.458, H6 1.002, H7 1.005
3 H 2.97119 1.18963 -0.92716  C1 1.088
4 H 3.41903 -0.17980 -1.92699  C1 1.103
5 H 2.02026 0.68183 -2.44189  C1 1.102
6 H 1.95158 -0.54036 0.30599  N2 1.002
7 H 1.31851 -1.27638 -1.08448  N2 1.005
8 S -1.54918 -0.87467 0.14256  S9 2.203, H10 1.347
9 S -0.78563 1.01347 0.98185  S8 2.203, H11 1.360
10 H -0.22182 -0.98018 -0.05913  S8 1.347
11 H -1.35228 0.37526 2.04060  S9 1.360

## Properties
* total charge: 0
* LUMO level: -0.12 eV
* Kohn-Sham gap: 0.3188 Eh
* SMILES string: CN.SS
* molar mass: 97.208 g/mol
* E_HOMO: -8.79 eV

Löwdin atomic charge list, values in e, 5 entries: -0.175 -0.115 0.072 0.060 0.075

---

Most stable to least stable, the ends of the list are version 1 and version 2.

---

Version 1
DFT (ωB97M-V with the def2-TZVPD basis set) results for C6H4O2 in the gas phase.

Last columns: bonded neighbours and bond lengths (Å).
Positions of all 12 atoms, in Å:
1 C -3.28324 0.61534 0.32868  C2 1.633, C3 1.329
2 C -1.91808 0.29864 -0.50967  C1 1.633, C3 1.499, C4 1.224
3 C -3.26117 -0.36499 -0.56858  C1 1.329, C2 1.499, H9 1.022
4 C -0.72781 0.24174 -0.79001  C2 1.224, O8 1.287
5 C 1.33975 -0.48469 -0.10158  C6 1.480, O7 1.172, O8 1.402
6 C 2.25321 0.31993 0.73986  C5 1.480, H10 1.153, H11 1.155, H12 1.033
7 O 1.11935 -1.63436 -0.16386  C5 1.172
8 O 0.54083 0.45736 -0.76428  C4 1.287, C5 1.402
9 H -3.57224 -1.17251 -1.11236  C3 1.022
10 H 1.81364 0.50358 1.78940  C6 1.153
11 H 2.51693 1.31676 0.21961  C6 1.155
12 H 3.17884 -0.09679 0.93279  C6 1.033

## Properties
* total charge: 0
* LUMO level: 0.06 eV
* Kohn-Sham gap: 0.3302 Eh
* molar mass: 108.096 g/mol
* E_HOMO: -8.93 eV

Löwdin atomic charge list, values in e, 5 entries: 0.095 -0.206 -0.071 -0.026 -0.477

---

Version 2
DFT (ωB97M-V with the def2-TZVPD basis set) results for C6H4O2 in the gas phase.

Last columns: bonded neighbours and bond lengths (Å).
Positions of all 12 atoms, in Å:
1 C -0.21520 -3.27746 0.59190  C2 1.213, H9 1.068
2 C -0.07202 -2.12828 0.22933  C1 1.213, C3 1.426
3 C 0.05500 -0.70876 0.18864  C2 1.426, C4 1.360, O8 1.389
4 C 0.36730 0.08584 1.24771  C3 1.360, C5 1.527, H10 1.067
5 C 0.43374 1.54712 0.81030  C4 1.527, C6 1.601, H11 1.071, H12 1.138
6 C -0.08116 1.40762 -0.69899  C5 1.601, O7 1.202, O8 1.351
7 O -0.28262 2.25591 -1.52637  C6 1.202
8 O -0.24986 0.08363 -0.91127  C3 1.389, C6 1.351
9 H -0.51792 -4.29173 0.73717  C1 1.068
10 H 0.73856 -0.14178 2.22229  C4 1.067
11 H 1.40443 1.99107 0.90022  C5 1.071
12 H -0.29114 2.16965 1.42810  C5 1.138

## Properties
* total charge: 0
* LUMO level: 0.38 eV
* Kohn-Sham gap: 0.3535 Eh
* SMILES string: C#CC1=CCC(=O)O1
* molar mass: 108.096 g/mol
* E_HOMO: -9.24 eV

Löwdin atomic charge list, values in e, 5 entries: 0.148 -0.042 -0.265 -0.002 -0.035

---

Most stable to least stable, the ends of the list are version 2 and version 1.